ORCA calculation (ωB97M-V/def2-TZVPD) on a single C3H3N5 molecule.

Atoms and positions in Å:
H: -2.94297 -0.95435 -0.95943
N: -2.32454 -0.20110 -0.50230
C: -1.18503 -0.15324 0.10484
N: -0.66698 1.06543 0.51943
C: 0.71141 1.24787 0.33099
C: 1.51752 0.18524 -0.38790
N: 1.17464 -1.08710 -0.51975
N: 0.57107 -1.58393 0.53213
N: -0.42602 -1.11003 1.01749
H: 1.23531 2.13326 0.70010
H: 2.33558 0.45795 -0.83562

Maximum force, eV/Å: 6.595
Gap between HOMO and LUMO, eV: 8.0
E_HOMO, eV: -9.44


ORCA calculation (ωB97M-V/def2-TZVPD) on a single C3H3N5 molecule.

Atoms and positions in Å:
H: 2.67739 -0.64557 0.80487
N: 2.01950 0.21922 0.75557
C: 1.18434 0.21120 -0.13981
C: 0.26286 1.41994 -0.18378
N: -1.09324 1.41522 -0.32174
N: -1.76950 0.30339 0.35216
C: -1.28016 -0.86739 0.43260
N: -0.27771 -1.63707 -0.29042
N: 0.71847 -0.98776 -0.81676
H: 0.88280 2.32965 -0.53624
H: -1.74516 -1.45749 1.32571

Maximum force, eV/Å: 5.042
Gap between HOMO and LUMO, eV: 8.5
E_HOMO, eV: -9.91